# 1
The ion CH2NO3PS with charge -2 at a distorted geometry. Source: the OMol25 dataset; level of theory: ωB97M-V/def2-TZVPD.

Geometry as XYZ:
```
9
Properties=species:S:1:pos:R:3:forces:R:3:nbo_charge:R:1
C 1.096 0.684 0.281 1.6979 2.7099 -3.2356 -0.0916
N 0.600 -0.008 -0.685 0.8247 -0.0287 1.4746 -0.7872
O -0.182 1.698 2.305 0.9594 -0.9772 -0.4158 -1.1616
O 1.533 -0.108 3.046 1.2041 0.4716 -0.7164 -1.1701
O -0.453 -0.817 1.797 0.6103 0.3740 -1.1752 -1.0435
P 0.644 0.462 1.988 -3.3575 0.3121 3.3356 2.2630
S 2.143 2.504 -0.259 -1.2329 -2.9424 0.7583 -0.8292
H -0.319 -1.009 0.848 -0.5308 -0.2515 0.1839 0.4772
H 0.997 0.336 -1.552 -0.1751 0.3323 -0.2095 0.3430
```
Positions in Å, forces in eV/Å.

SMILES = [H]/N=C(\[S-])[P@](=O)([O-])O
E = -1059.37155 a.u.
Molar mass = 139.072 g mol⁻¹
ΔE to the lowest compared entry with this formula, charge and spin = 2.8050 eV
HOMO-LUMO gap = 6.07 eV
Net charge = -2
E_LUMO = 6.23 eV
HOMO = 0.165 eV



# 2
The ion C12H17N4P with charge +2 at a distorted geometry. Source: the OMol25 dataset; level of theory: ωB97M-V/def2-TZVPD.

Geometry as XYZ:
```
34
Properties=species:S:1:pos:R:3:forces:R:3:nbo_charge:R:1
C -4.428 2.395 -0.476 -0.0437 -0.1759 0.1384 -0.6466
C -4.652 1.687 -1.909 0.1072 1.9191 0.1771 -0.2548
N -4.404 0.197 -1.886 -0.4297 1.0146 0.0705 -0.4330
N -3.106 -0.070 -1.430 4.4098 -1.2010 1.4752 -0.1546
C -2.919 -0.756 -0.155 3.3058 0.5331 -0.5412 0.1199
C -1.489 -1.041 0.433 -0.5147 2.0003 -3.3456 -0.2062
C -0.204 -0.587 -0.351 -3.3794 0.3870 -1.3822 0.0106
C 1.254 -0.813 0.227 2.5419 0.1052 1.9717 0.0229
C 1.552 -0.172 1.634 2.6900 -1.7442 -1.6273 -0.1930
C 2.958 -0.301 2.257 -2.5151 -0.6764 -2.8931 0.0904
N 4.025 -1.017 1.551 -4.1408 -0.5452 -1.1272 -0.6074
P 5.617 -1.020 2.399 4.1042 3.9418 0.2780 1.3115
N 6.317 0.426 2.234 -0.8242 -2.6079 0.0794 -1.1988
C 3.798 -1.668 0.266 -3.0718 1.3006 0.4229 0.1245
C 2.403 -1.597 -0.456 0.5655 1.8956 3.1943 -0.1949
C -0.472 0.138 -1.728 -2.7787 -1.4520 2.4731 -0.1958
C -1.944 0.355 -2.189 2.2916 -0.9574 1.9966 0.0836
H -4.199 3.512 -0.650 -0.6514 -1.8155 0.3120 0.2543
H -5.332 2.250 0.223 1.3418 0.3739 -1.2342 0.2463
H -3.522 1.985 0.103 -1.2120 0.5077 -1.0435 0.1961
H -3.950 2.243 -2.644 -0.9560 -1.1062 0.9486 0.1848
H -5.719 1.910 -2.291 1.6903 -0.7913 0.7123 0.2638
H -4.557 -0.228 -2.812 0.3188 0.1705 0.5745 0.4020
H -3.828 -1.077 0.458 1.2384 0.6647 -1.3721 0.2938
H -1.444 -1.558 1.446 -0.0162 0.7510 -1.6285 0.2803
H 0.727 0.397 2.201 1.5907 -0.9878 -0.9986 0.2834
H 3.123 0.195 3.282 0.2372 -1.0230 -1.8635 0.2938
H 5.406 -1.185 3.820 -0.9279 -0.6189 -1.2018 0.0437
H 6.525 -1.992 1.862 -1.3613 -0.4337 0.2758 0.0437
H 7.243 0.320 1.781 -0.8401 0.2921 0.0572 0.4022
H 4.686 -2.234 -0.195 -1.5514 1.0375 0.8503 0.2826
H 2.227 -2.090 -1.471 0.5343 0.6960 1.7062 0.2886
H 0.416 0.497 -2.354 -1.7117 -0.5164 0.9068 0.2846
H -2.109 0.897 -3.179 -0.0414 -0.9376 1.6378 0.2777
```
Positions in Å, forces in eV/Å.

E = -1026.90811 a.u.
Molar mass = 248.270 g mol⁻¹
HOMO-LUMO gap = 6.35 eV
Net charge = +2
E_LUMO = -8.45 eV
HOMO = -14.794 eV



# 3
An isolated molecule of C17H25ClN2O4S at a distorted geometry. Source: the OMol25 dataset; level of theory: ωB97M-V/def2-TZVPD.

Geometry as XYZ:
```
50
Properties=species:S:1:pos:R:3:forces:R:3:nbo_charge:R:1
O 0.801 3.391 -0.698 0.2263 0.3414 0.2245 -0.6642
C 0.223 2.325 -0.840 -0.1922 -0.4992 0.1024 0.6722
N -0.407 1.951 -1.956 -0.1484 -0.1035 -0.2354 -0.6258
H -0.874 1.049 -1.975 0.0829 0.1881 0.0534 0.4371
C -0.504 2.812 -3.118 0.2245 0.1414 -0.2770 -0.2318
C 0.614 2.585 -4.140 0.1784 0.2569 0.3673 -0.4298
H 0.412 3.229 -4.997 0.0002 -0.0167 -0.0902 0.2119
H 0.609 1.547 -4.477 -0.0337 -0.0653 -0.0858 0.2001
C 2.009 2.922 -3.586 -0.1844 -0.3297 -0.2419 -0.0588
H 2.733 2.871 -4.405 -0.0350 -0.1141 0.1015 0.1803
H 2.296 2.176 -2.832 0.0298 -0.0151 -0.0516 0.1471
O 2.100 4.213 -3.055 -0.1012 0.4326 0.2036 -0.7415
H 1.669 4.207 -2.181 0.0944 -0.0571 -0.1424 0.4968
H -0.462 3.849 -2.771 -0.1241 -0.1248 -0.0797 0.2205
H -1.472 2.634 -3.589 0.0225 0.0718 0.0715 0.2061
C 0.144 1.305 0.307 -0.0397 0.4446 0.2030 -0.3064
N 0.551 -0.034 -0.036 -0.8886 -0.5599 -0.1123 -0.7050
S -0.669 -1.099 -0.357 0.0340 0.2749 0.4274 2.3486
O -0.119 -2.387 -0.643 0.1781 -0.0856 0.1791 -0.9302
O -1.579 -0.530 -1.324 -0.2024 -0.0341 0.2671 -0.9686
C -1.521 -1.166 1.219 0.0927 0.0734 -0.5390 -0.3564
C -2.815 -0.695 1.337 0.0036 0.0152 -0.1527 -0.1814
C -3.457 -0.757 2.562 0.0725 -0.0721 0.1410 -0.2194
C -2.786 -1.297 3.652 0.0909 0.0491 -0.3394 -0.0236
C -1.488 -1.778 3.530 -0.0252 0.0216 -0.0609 -0.2436
C -0.855 -1.709 2.302 0.0167 -0.0428 0.0659 -0.1151
H 0.148 -2.081 2.168 0.1779 -0.0728 0.0890 0.2309
H -0.987 -2.200 4.387 0.0310 -0.0335 0.0721 0.2358
Cl -3.578 -1.377 5.178 -0.1021 -0.0105 0.2082 0.0308
H -4.466 -0.394 2.674 -0.0774 0.0247 0.0250 0.2353
H -3.306 -0.291 0.466 -0.1063 0.0684 -0.0530 0.2489
C 1.935 -0.277 -0.430 0.2181 -0.7344 -0.1944 -0.0405
C 2.573 -1.340 0.466 0.3243 0.2922 0.0130 -0.4082
C 4.044 -1.517 0.098 -0.1373 -0.2670 -0.0323 -0.3983
C 4.185 -1.904 -1.371 0.1806 0.2738 0.0317 -0.3969
C 3.533 -0.853 -2.264 -0.1520 -0.2530 -0.0322 -0.3992
C 2.061 -0.688 -1.897 0.2981 0.2839 -0.0948 -0.4255
H 1.591 0.064 -2.532 -0.0579 0.0015 -0.0035 0.2145
H 1.535 -1.631 -2.044 0.0361 0.0095 -0.0608 0.2267
H 3.619 -1.147 -3.311 0.0330 0.0802 -0.0332 0.2137
H 4.050 0.102 -2.142 0.0583 0.0677 -0.0518 0.1957
H 5.241 -2.008 -1.628 -0.0044 -0.0899 -0.0214 0.2099
H 3.699 -2.867 -1.537 0.0166 -0.1058 -0.0335 0.1978
H 4.490 -2.286 0.731 0.0559 0.0631 0.0501 0.2117
H 4.579 -0.582 0.280 0.0810 0.0333 0.0476 0.1942
H 2.038 -2.279 0.322 0.0043 -0.0256 0.0585 0.2211
H 2.480 -1.038 1.512 -0.0610 -0.0106 0.0369 0.2041
H 2.464 0.673 -0.283 -0.1398 -0.0014 0.0181 0.2156
H -0.894 1.254 0.647 0.0621 0.2334 0.1059 0.2329
H 0.761 1.681 1.130 -0.1120 -0.0184 -0.1445 0.2300
```
Positions in Å, forces in eV/Å.

SMILES = O=C(CN(C1CCCCC1)S(=O)(=O)c1ccc(Cl)cc1)NCCCO
E = -1931.67015 a.u.
Molar mass = 388.917 g mol⁻¹
ΔE to the lowest compared entry with this formula, charge and spin = 0.0000 eV
HOMO-LUMO gap = 9.54 eV
E_LUMO = 0.12 eV
HOMO = -9.422 eV